[1]
95
Properties=species:S:1:pos:R:3:lowdin_spin:R:1 method="wB97M-V/def2-TZVPD" homo_lumo_gap_ev="5.55 / 6.67" multiplicity=6 total_charge=+1 e_lumo_ev="-3.5 / -3.6" e_homo_ev="-9.0 / -10.3" de_lowest_kcal_mol=24.5 s2=8.779
Mn -1.48110 0.97012 0.80970 4.445
Br -0.15680 0.62032 7.41860 0.004
C -0.54950 0.75472 5.56730 0.015
C -0.04430 1.83142 4.81840 -0.002
C -0.32560 1.85492 3.47650 0.023
N -1.03990 0.91452 2.84550 0.044
C -1.53900 -0.13698 3.56880 0.021
C -1.30270 -0.21788 4.94850 0.000
C -2.28920 -1.11358 2.81630 0.018
C -2.73430 -2.34288 3.32890 0.001
C -3.50500 -3.16398 2.53780 0.012
Br -4.06380 -4.86868 3.15320 0.003
C -3.87770 -2.74708 1.25170 0.000
C -3.37480 -1.54938 0.80530 0.018
N -2.56280 -0.76778 1.52050 0.044
H 0.56100 2.59592 5.27610 0.000
H 0.06630 2.64272 2.83990 0.005
H -1.71060 -1.03248 5.52530 0.000
H -2.45850 -2.65318 4.32240 0.000
H -4.52180 -3.34018 0.62470 0.000
H -3.63270 -1.19328 -0.18530 0.002
C 3.41130 -2.10338 -4.90490 0.000
S 2.38730 -3.07708 -3.77490 0.000
C 3.26220 -2.76648 -2.19060 0.000
C 2.29950 -2.24978 -1.12960 0.000
C 1.66560 -0.94558 -1.60600 0.005
N 0.68150 -0.38488 -0.68490 0.024
P -0.76120 0.32352 -1.32160 0.061
C -0.14760 1.10132 -2.86300 0.007
C 0.35700 2.39352 -2.77690 0.001
C 0.99930 2.96742 -3.85980 0.000
C 1.13210 2.25392 -5.04150 0.000
C 0.60410 0.97592 -5.14310 0.000
C -0.03760 0.39752 -4.06070 0.001
C -1.73410 -1.04248 -2.02540 0.006
C -2.86490 -0.61578 -2.72620 0.003
C -3.72900 -1.54228 -3.27360 0.000
C -3.47500 -2.89808 -3.11720 0.003
C -2.36940 -3.32398 -2.40330 0.000
C -1.50270 -2.39958 -1.84230 0.002
P 1.13380 0.48862 0.75280 0.065
C 2.87980 0.90972 0.37470 0.018
C 3.07790 2.05812 -0.38870 0.003
C 4.34880 2.42882 -0.78670 0.000
C 5.43810 1.65632 -0.41620 0.002
C 5.25080 0.52182 0.35780 0.001
C 3.97970 0.14892 0.76120 0.004
C 1.30660 -0.81928 2.01500 0.005
C 0.66600 -2.04708 1.89440 0.003
C 0.69290 -2.94988 2.94240 0.000
C 1.34370 -2.62318 4.12160 0.001
C 1.96680 -1.39218 4.25780 0.001
C 1.94210 -0.48848 3.21230 0.002
H 3.06940 -2.33548 -5.90730 0.000
H 4.44960 -2.39928 -4.79310 0.000
H 3.28400 -1.04328 -4.70180 0.000
H 4.04830 -2.03878 -2.39040 0.000
H 3.70760 -3.71108 -1.87750 0.000
H 2.84280 -2.08788 -0.19640 0.000
H 1.53330 -3.00598 -0.94950 0.000
H 1.15090 -1.14228 -2.55070 0.000
H 2.46570 -0.21808 -1.80120 0.001
H 0.22660 2.94312 -1.85160 0.001
H 1.39560 3.96882 -3.78840 0.000
H 1.63970 2.69392 -5.88650 0.000
H 0.69520 0.42602 -6.06870 0.000
H -0.45850 -0.59408 -4.15340 0.000
H -3.03830 0.45002 -2.84390 0.000
H -4.59490 -1.21928 -3.82890 0.000
H -4.14830 -3.62008 -3.54980 0.000
H -2.18280 -4.38098 -2.29300 0.000
H -0.64950 -2.73548 -1.27090 0.000
H 2.22350 2.66342 -0.66300 0.001
H 4.49360 3.32222 -1.37550 0.000
H 6.43320 1.94512 -0.71630 0.000
H 6.10040 -0.07498 0.65350 0.000
H 3.85440 -0.72478 1.38490 0.000
H 0.14260 -2.29308 0.97920 0.000
H 0.20160 -3.90698 2.84300 0.000
H 1.36190 -3.32588 4.93900 0.000
H 2.46860 -1.14028 5.18040 0.000
H 2.41370 0.48072 3.31620 0.000
C -3.97520 4.57522 1.57430 0.003
C -2.70660 3.75542 1.31660 0.017
C -1.84220 4.41552 0.24090 0.012
C -3.05950 2.34692 0.86860 0.052
H -3.71480 5.58852 1.87220 0.001
H -4.57060 4.12702 2.36600 0.000
H -4.58040 4.62092 0.67210 0.000
H -2.14570 3.70112 2.26430 0.002
H -2.45140 4.65672 -0.62790 0.000
H -1.05970 3.70032 -0.05330 0.010
H -1.37700 5.33072 0.59540 0.000
H -3.53470 2.37702 -0.12760 0.014
H -3.77490 1.89572 1.57740 0.011


[2]
89
Properties=species:S:1:pos:R:3:lowdin_spin:R:1 method="wB97M-V/def2-TZVPD" homo_lumo_gap_ev="7.24 / 6.56" multiplicity=6 total_charge=0 e_lumo_ev="0.5 / -0.8" e_homo_ev="-6.7 / -7.4" de_lowest_kcal_mol=0.0 s2=8.804
Mn 0.03819 0.18880 4.78502 4.129
C -2.03130 -0.08717 5.47457 0.118
C -1.94990 -0.37977 4.08465 0.123
C -2.34450 0.58636 2.99714 0.030
C -1.23310 1.55866 2.53401 0.032
C -0.21310 1.93514 3.59273 0.081
C -0.56698 2.30536 4.92570 0.154
C -1.99617 2.45537 5.37774 0.032
C -2.55531 1.18980 6.06404 0.036
C 1.67130 -0.15032 3.79137 0.052
H -2.07842 -0.95061 6.13844 0.010
H -1.97034 -1.44367 3.81079 0.018
H -3.23501 1.18094 3.26739 0.004
H -2.65999 -0.02909 2.13244 0.002
H -0.69977 1.09752 1.68839 0.000
H -1.71153 2.46734 2.12465 0.008
H 0.76991 2.24241 3.20314 0.009
H 0.18831 2.76599 5.58264 0.015
H -2.66363 2.72575 4.54330 0.003
H -2.07303 3.28558 6.09922 0.004
H -2.31423 1.20338 7.14195 0.000
H -3.66024 1.22870 6.02857 0.010
H 2.00085 -1.15326 4.11569 0.020
H 2.36071 0.64747 4.13147 0.015
H 1.45495 -0.08405 2.70834 0.020
P -0.01401 -2.04102 -4.39375 0.000
P 1.83392 0.40137 -4.74601 0.000
C -0.70424 -0.52468 -5.10884 0.000
C 0.10453 0.56365 -5.22699 0.000
C -0.75331 -3.27704 -5.55141 0.000
C -1.92078 -3.03805 -6.29524 0.000
C -2.45859 -4.03869 -7.11425 0.000
C -1.82572 -5.28484 -7.22110 0.000
C -0.62634 -5.50254 -6.52927 0.000
C -0.07731 -4.50776 -5.71273 0.000
C -0.96191 -2.22592 -2.83380 0.000
C -0.60253 -1.37652 -1.76674 0.000
C -1.28152 -1.46710 -0.55225 0.000
C -2.32564 -2.38992 -0.39744 0.000
C -2.66429 -3.24496 -1.45382 0.000
C -1.95614 -3.19668 -2.65780 0.000
C 2.58590 1.11230 -6.30968 0.000
C 2.52671 0.33333 -7.48331 0.000
C 3.00908 0.85114 -8.69034 0.000
C 3.54562 2.14464 -8.75381 0.000
C 3.61161 2.90694 -7.58274 0.000
C 3.16545 2.38827 -6.36121 0.000
C 1.99024 1.80351 -3.59936 0.000
C 3.16770 1.84671 -2.82542 0.000
C 3.38167 2.92685 -1.97065 0.000
C 2.42601 3.94484 -1.86748 0.000
C 1.25293 3.88470 -2.62568 0.000
C 1.01567 2.79955 -3.47426 0.000
H -1.75136 -0.49447 -5.40232 0.000
H -0.24511 1.51328 -5.64011 0.000
H -2.43396 -2.07535 -6.25173 0.000
H -3.37835 -3.83256 -7.66220 0.000
H -2.26828 -6.07078 -7.84372 0.000
H -0.11653 -6.46251 -6.62724 0.000
H 0.87027 -4.67422 -5.19191 0.000
H 0.21717 -0.66507 -1.89474 0.000
H -0.99621 -0.82475 0.28136 0.000
H -2.86637 -2.44534 0.54880 0.000
H -3.48184 -3.95757 -1.34123 0.000
H -2.17835 -3.91031 -3.45304 0.000
H 2.08566 -0.66745 -7.45074 0.000
H 2.96380 0.24682 -9.59453 0.000
H 3.90947 2.55149 -9.70417 0.000
H 4.00993 3.91994 -7.61929 0.000
H 3.24725 2.99641 -5.45639 0.000
H 3.89766 1.03807 -2.90740 0.000
H 4.29800 2.97066 -1.38508 0.000
H 2.59110 4.78683 -1.19088 0.000
H 0.50623 4.67526 -2.56523 0.000
H 0.08001 2.74625 -4.03003 0.000
C 0.85768 -0.37324 6.62099 0.027
C 0.38188 -0.17024 8.01963 0.010
C -0.78483 -0.78208 8.51961 0.003
C -1.18776 -0.58048 9.84039 0.000
C -0.37655 0.13132 10.72828 0.003
C 0.83609 0.66465 10.27289 0.000
C 1.18381 0.55700 8.93089 0.003
H 0.86169 -1.43795 6.33420 0.015
H 1.83935 0.10258 6.46728 0.013
H -1.36237 -1.45544 7.88815 0.000
H -2.13322 -0.99321 10.19961 0.000
H -0.66815 0.24420 11.77229 0.000
H 1.50000 1.16053 10.98010 0.000
H 2.11982 0.98897 8.56953 0.000


> Look up the multiplicity of the second one.

6


> Look up the multiplicity of the second one.

6


> Which value of multiplicity does entry 2 give?

6